1.
A 2-piece molecular cluster, C2H6N2O overall in a non-equilibrium geometry. Source: the OMol25 dataset; level of theory: ωB97M-V/def2-TZVPD.

Calculated values
- LUMO (eV) = 0.26
- Kohn-Sham gap (eV) = 9.81
- electronic energy (Ha) = -264.482364
- energy above the lowest of the compared OMol25 structures with the same formula, charge and spin (kJ/mol) = 275.5

Geometry as XYZ:
```
11
Properties=species:S:1:pos:R:3:forces:R:3:nbo_charge:R:1
O -1.135 2.269 0.366 3.488 -1.584 -1.756 -0.52
C 0.045 2.011 -0.018 -2.511 3.204 3.082 0.22
H 0.711 1.366 0.597 -0.512 -0.332 -0.869 0.17
H 0.542 2.784 -0.638 -0.149 -0.799 -0.548 0.14
N -0.953 -0.852 0.368 1.755 2.013 -1.169 -0.81
C 0.132 -1.478 -0.208 2.343 1.077 2.581 0.25
N 1.266 -0.870 -0.482 -1.402 -1.992 -0.862 -0.72
H -1.845 -1.253 0.293 -1.078 -0.655 -0.114 0.39
H -0.922 0.171 0.219 -0.720 -1.142 0.328 0.39
H 0.227 -2.477 0.179 -0.550 -1.214 -0.959 0.15
H 1.931 -1.670 -0.676 -0.663 1.423 0.286 0.34
```
Forces are in eV/Å.


2.
A single C4H6N2S2 molecule in a non-equilibrium geometry. Source: the OMol25 dataset; level of theory: ωB97M-V/def2-TZVPD.

Calculated values
- LUMO (eV) = 0.01
- Kohn-Sham gap (eV) = 8.60
- electronic energy (Ha) = -1061.759604
- energy above the lowest of the compared OMol25 structures with the same formula, charge and spin (kJ/mol) = 411.1

Geometry as XYZ:
```
14
Properties=species:S:1:pos:R:3:forces:R:3:nbo_charge:R:1
C 1.367 1.174 -0.658 1.796 -2.520 0.021 -0.07
C -1.485 -1.443 0.100 -1.562 -1.852 -1.624 0.10
C -1.222 -2.923 -0.218 2.478 1.030 2.711 -0.28
C -0.144 -3.495 0.489 -1.725 2.400 -1.682 -0.36
H -0.731 1.379 0.595 0.052 1.971 -0.061 0.16
H 2.298 0.858 -1.145 0.188 0.771 -0.263 0.18
H -2.524 -1.189 0.122 -0.914 -0.066 0.424 0.18
H -1.986 -3.408 -0.917 1.522 0.436 1.200 0.24
H 0.024 -4.493 0.136 0.705 -0.659 0.717 0.21
H 0.597 -2.891 1.228 -2.144 -1.680 -1.983 0.24
N 1.170 2.375 -0.420 -2.203 1.034 0.682 -0.49
N -0.789 -0.398 0.058 1.208 -0.050 0.451 -0.59
S -0.346 2.758 0.444 0.835 -1.782 -0.284 0.08
S 0.880 -0.506 -0.179 -0.235 0.966 -0.307 0.39
```
Forces are in eV/Å.


3.
C38H33NO5PbS4Te as an isolated structure in a non-equilibrium geometry. Source: the OMol25 dataset; level of theory: ωB97M-V/def2-TZVPD.

Calculated values
- LUMO (spin up / spin down) (eV) = -2.27 / -2.27
- Kohn-Sham gap (spin up / spin down) (eV) = 5.62 / 5.62
- electronic energy (Ha) = -3952.366476
- energy above the lowest of the compared OMol25 structures with the same formula, charge and spin (kJ/mol) = 71.0

Geometry as XYZ:
```
83
Properties=species:S:1:pos:R:3:forces:R:3:lowdin_charge:R:1
Pb 1.417 3.406 -1.169 0.487 0.650 -0.500 1.50
S -1.575 0.201 2.387 -0.174 -0.036 -0.881 0.16
S -0.972 -0.272 4.101 0.078 0.248 0.483 0.00
S 0.317 1.163 4.694 0.688 0.541 -0.408 0.02
S 0.688 2.401 3.239 -0.525 -0.874 0.778 0.17
C -2.564 4.086 4.362 1.179 0.142 -0.462 -0.08
O -3.281 3.389 3.349 0.355 -0.143 -0.049 -0.08
C -2.780 3.448 2.077 -1.517 -0.690 0.126 -0.32
C -3.556 2.750 1.094 -0.746 -0.105 0.148 -0.02
C -3.148 2.801 -0.221 0.637 0.577 0.684 -0.01
C -1.927 3.455 -0.630 -0.335 -0.392 1.202 -0.12
C -1.653 3.706 -2.012 -0.432 0.355 -0.821 -0.38
C -2.837 3.952 -2.927 -0.072 0.901 0.957 0.02
O -0.519 3.842 -2.506 0.333 0.009 0.359 -0.12
C -1.098 3.987 0.398 -0.483 -0.182 0.813 -0.35
O 0.131 4.432 0.287 -0.353 -0.258 -0.585 -0.29
C -1.650 4.083 1.718 1.445 0.922 -0.645 -0.02
H -2.888 3.803 5.357 -0.177 -0.458 -0.169 0.09
H -2.723 5.134 4.255 -0.439 1.025 -0.082 0.08
H -1.457 4.002 4.254 -0.744 -0.566 0.212 0.05
H -4.529 2.283 1.441 1.446 0.425 -0.638 0.14
H -3.682 2.285 -0.997 -0.415 -0.086 0.069 0.08
H -3.355 4.893 -2.677 0.635 0.091 0.206 0.11
H -3.632 3.277 -2.679 -0.248 -0.836 -0.538 0.05
H -2.539 4.042 -3.953 0.060 -0.520 -0.492 0.09
H -1.032 4.697 2.370 -0.259 -0.379 0.086 0.11
C 2.334 -3.741 -2.476 1.136 0.318 0.130 -0.04
C 1.917 -2.339 -2.156 -0.966 0.425 -0.896 -0.27
C 0.792 -1.739 -2.753 0.163 0.961 1.083 0.05
C 0.433 -0.451 -2.273 -0.248 -0.365 -0.396 -0.08
C -0.797 0.247 -2.799 0.362 -1.199 0.171 -0.32
O -0.728 0.955 -3.761 -0.074 0.939 -0.855 0.13
C -2.107 -0.081 -2.171 -0.526 0.312 -0.424 -0.14
C -3.287 0.389 -2.747 -0.651 1.132 -0.801 -0.04
C -4.518 0.121 -2.180 -0.449 -1.043 0.742 -0.09
C -4.615 -0.738 -1.074 1.293 0.663 -0.536 -0.06
C -3.430 -1.135 -0.458 -1.409 -0.802 0.696 -0.10
C -2.215 -0.839 -1.028 1.141 -0.615 0.973 -0.05
C 1.128 0.243 -1.265 -0.358 -0.157 -0.292 -0.31
O 0.709 1.442 -0.852 -0.623 -0.561 0.289 -0.32
C 2.186 -0.417 -0.657 0.167 -0.075 -0.598 -0.13
C 2.605 -1.619 -1.189 -0.353 -0.613 0.319 -0.01
C 2.766 0.039 0.624 0.159 0.685 -0.948 -0.24
N 2.574 -0.559 1.692 0.128 -1.187 2.670 0.13
C 1.789 -1.768 1.859 0.425 0.447 1.247 -0.31
C 2.680 -2.991 2.108 -0.531 -0.747 -0.599 -0.46
Te 1.567 -4.736 2.823 0.148 0.340 0.273 1.24
C 0.416 -5.277 1.149 0.259 1.203 -1.148 -0.57
C -0.502 -4.350 0.566 0.976 -1.772 0.817 -0.13
C -1.277 -4.762 -0.485 -1.443 1.262 0.304 -0.12
C -1.059 -5.954 -1.097 -0.068 -1.010 -0.046 -0.10
C -0.067 -6.802 -0.623 0.301 -0.256 0.057 -0.09
C 0.688 -6.503 0.504 -0.040 1.096 0.465 -0.15
C 3.680 1.194 0.685 0.537 0.325 -1.418 -0.18
C 4.450 1.455 -0.446 -0.458 0.381 -0.074 -0.05
C 5.389 2.487 -0.427 0.568 -1.025 -0.405 -0.11
C 5.689 3.135 0.736 -0.922 0.420 1.619 -0.07
C 4.865 2.896 1.909 1.659 1.092 -2.120 -0.05
C 3.877 1.966 1.828 -0.508 -1.053 1.087 -0.08
H 2.012 -4.401 -1.677 0.228 -0.193 0.395 0.06
H 3.460 -3.697 -2.529 -1.138 -0.727 -0.192 0.10
H 1.861 -4.166 -3.361 0.308 0.313 -0.301 0.08
H 0.186 -2.256 -3.522 0.421 0.397 0.582 0.14
H -3.321 1.031 -3.648 0.618 -0.491 0.603 0.13
H -5.462 0.513 -2.531 0.182 0.116 -0.589 0.11
H -5.567 -1.100 -0.762 -0.509 0.068 0.505 0.10
H -3.521 -1.716 0.480 0.380 0.254 -0.714 0.11
H -1.322 -1.265 -0.549 -0.236 0.437 -0.265 0.11
H 3.436 -2.088 -0.703 0.461 -0.327 0.141 0.12
H 1.139 -1.905 1.033 -0.762 -0.527 -0.919 0.08
H 1.166 -1.617 2.764 0.303 -0.070 -0.450 0.06
H 3.391 -2.885 2.926 0.029 0.357 -0.136 0.04
H 3.198 -3.342 1.200 -0.093 0.344 0.411 0.04
H -0.688 -3.365 0.912 0.076 0.612 0.917 0.07
H -2.194 -4.172 -0.679 0.856 -0.166 -0.498 0.12
H -1.742 -6.232 -1.877 0.088 -0.385 -0.385 0.10
H 0.122 -7.728 -1.114 0.041 -0.560 -0.415 0.09
H 1.535 -7.114 0.881 -0.941 0.215 -0.399 0.10
H 4.335 0.864 -1.356 -0.124 0.129 0.280 0.12
H 6.004 2.624 -1.309 -0.021 0.192 0.012 0.10
H 6.540 3.819 0.734 -0.414 -0.003 0.291 0.10
H 5.019 3.507 2.783 0.070 -0.155 0.260 0.10
H 3.326 1.676 2.727 -0.042 0.283 -0.371 0.07
```
Forces are in eV/Å.


4.
A single C17H22N8O2S molecule in a non-equilibrium geometry. Source: the OMol25 dataset; level of theory: ωB97M-V/def2-TZVPD.

Calculated values
- LUMO (eV) = 0.18
- Kohn-Sham gap (eV) = 8.22
- electronic energy (Ha) = -1647.618477
- energy above the lowest of the compared OMol25 structures with the same formula, charge and spin (kJ/mol) = 274.6

Geometry as XYZ:
```
50
Properties=species:S:1:pos:R:3:forces:R:3:nbo_charge:R:1
O -4.492 0.847 -0.430 2.377 0.326 -0.635 -0.92
O -3.807 1.648 -2.671 1.206 -1.005 1.618 -0.93
N 2.405 -0.344 3.059 0.908 1.003 1.046 -0.49
N 3.388 0.268 0.900 -0.370 -0.082 -0.816 -0.43
N 1.339 2.844 -0.421 0.194 0.205 0.383 -0.26
C 2.502 -0.394 1.750 -0.393 -0.965 -0.359 0.33
C 3.283 0.048 -0.387 -1.420 -0.803 2.567 0.25
C 0.050 2.547 -0.485 0.789 0.353 1.139 0.11
C 1.395 -1.204 3.492 0.720 0.469 -1.907 -0.02
C 0.847 -1.831 2.417 -0.970 -1.019 -1.180 -0.31
C 1.553 -1.351 1.233 -0.951 -0.497 -0.592 -0.24
C 0.419 2.923 1.664 0.848 -0.134 -0.588 -0.03
C 1.481 -1.606 -0.143 0.127 0.094 0.823 0.47
C -0.541 2.563 0.785 -0.577 -0.288 -0.994 -0.16
N 2.396 -0.906 -0.945 -0.189 0.510 0.793 -0.58
N 1.572 3.084 0.898 -1.545 -0.545 0.714 -0.15
N 0.609 -2.503 -0.742 -0.439 0.398 -0.317 -0.44
N -2.103 1.913 -0.752 -2.319 -1.057 0.385 -0.68
N -2.719 -0.429 -1.811 -0.290 0.630 0.264 -0.86
C 2.869 3.430 1.424 0.147 0.988 -0.297 -0.40
C 0.972 -3.140 -2.017 -0.691 0.076 0.793 -0.41
C -0.886 2.147 -1.559 0.041 -0.732 -0.327 -0.24
C -1.955 2.098 0.744 0.661 -0.119 -0.264 -0.21
C -1.471 -1.285 0.153 1.348 0.651 1.820 -0.41
C -1.916 -2.671 -1.344 -0.214 -1.258 -0.650 -0.40
C -0.817 -2.593 -0.295 1.254 0.172 0.906 -0.03
C -2.616 -1.451 -0.773 -1.153 -0.166 -0.516 -0.08
S -3.407 1.032 -1.402 -1.221 1.787 -0.423 2.39
H 3.823 0.705 -1.032 0.309 -0.153 -0.718 0.20
H 1.107 -1.359 4.520 0.276 0.335 0.095 0.21
H -0.001 -2.541 2.427 0.753 0.457 0.024 0.21
H 0.284 2.990 2.734 0.812 0.197 -0.051 0.23
H 2.146 -0.775 -1.916 0.221 -0.190 0.078 0.41
H -3.231 -0.742 -2.623 -0.077 -0.160 -0.241 0.41
H 2.942 3.163 2.469 -0.139 -0.250 0.136 0.23
H 3.027 4.511 1.334 -0.023 -0.095 0.025 0.20
H 3.654 2.937 0.879 0.122 -0.377 -0.194 0.23
H 1.020 -2.403 -2.803 -0.133 0.095 -0.684 0.18
H 0.216 -3.919 -2.267 0.683 0.605 0.189 0.22
H 1.948 -3.582 -1.906 0.335 -0.359 -0.084 0.22
H -0.553 1.195 -2.019 -0.208 0.390 -0.089 0.20
H -1.036 2.904 -2.339 -0.089 -0.212 0.211 0.23
H -2.043 1.175 1.344 -0.363 0.203 -0.516 0.21
H -2.608 2.864 1.139 -0.571 -0.034 -0.142 0.22
H -0.868 -0.433 -0.119 0.281 0.393 0.138 0.23
H -1.680 -1.271 1.228 -0.057 0.314 -0.278 0.23
H -2.500 -3.582 -1.293 -0.043 -0.237 -0.216 0.22
H -1.549 -2.519 -2.350 -0.065 0.057 -0.294 0.22
H -0.890 -3.354 0.491 -0.048 -0.062 -0.312 0.20
H -3.561 -1.648 -0.243 0.146 0.090 -0.461 0.21
```
Forces are in eV/Å.